The following is a quantum chemistry calculation of an isolated molecule of C4H7NO2, from the Open Molecules 2025 dataset.

Atoms and positions in Å:
C  -0.034  0.127  -1.593
C  0.210  0.618  -0.116
C  -1.125  1.042  0.382
O  -1.520  2.174  0.475
N  0.881  -0.499  0.577
C  0.414  -1.280  1.576
O  -0.661  -1.257  2.140
H  -0.688  -0.727  -1.702
H  0.897  0.002  -2.107
H  -0.546  0.983  -2.117
H  0.866  1.487  -0.262
H  -1.647  0.108  0.734
H  1.836  -0.677  0.241
H  1.117  -2.099  1.772

## Properties
- Relative energy (zero: lowest compared OMol25 entry of this formula, charge and spin): 33.0 kcal per mole
- Orbital gap: 0.379 Ha
- Charge: 0
- SMILES: C[C@@H](C=O)NC=O
- Lowest unoccupied orbital energy: 0.021 Ha

Atomic partial charges in e from the Mulliken method, atoms 1 to 4: atom 1 (C): -1.270, atom 2 (C): 0.251, atom 3 (C): -0.019, atom 4 (O): -0.482



The following is a quantum chemistry calculation of an isolated molecule of N4O4, from the Open Molecules 2025 dataset.

Atoms and positions in Å:
O  0.531  0.560  -2.259
N  0.572  -0.502  -1.700
O  0.941  -1.572  -1.919
N  -0.086  -0.304  -0.475
N  0.392  -0.182  0.647
N  -0.583  0.542  1.743
O  -0.953  1.607  1.403
O  -0.788  -0.218  2.598

## Properties
- Relative energy (zero: lowest compared OMol25 entry of this formula, charge and spin): 0.0 kcal per mole
- Orbital gap: 0.338 Ha
- Charge: 0
- SMILES: O=[N+]([O-])/N=N/[N+](=O)[O-]
- Lowest unoccupied orbital energy: -0.046 Ha

Atomic partial charges in e from the Mulliken method, atoms 1 to 4: atom 1 (O): -0.486, atom 2 (N): 1.110, atom 3 (O): -0.496, atom 4 (N): -0.085



The following is a quantum chemistry calculation of an isolated molecule of C20H25N3O7S, from the Open Molecules 2025 dataset.

Atoms and positions in Å:
C  1.724  8.973  1.199
O  2.622  7.944  1.532
C  2.101  6.644  1.417
C  1.077  6.283  2.508
N  0.671  4.907  2.395
C  0.973  3.981  3.319
O  1.565  4.214  4.360
C  0.494  2.594  3.000
C  0.719  1.657  3.961
N  0.348  0.368  3.842
C  -0.306  -0.085  2.728
C  -0.709  -1.424  2.633
C  -1.377  -1.860  1.513
C  -1.641  -0.969  0.478
S  -2.543  -1.601  -0.935
O  -3.754  -2.206  -0.464
O  -2.631  -0.582  -1.939
N  -1.509  -2.844  -1.388
C  -0.329  -2.377  -2.080
C  0.715  -3.489  -2.106
C  0.137  -4.746  -2.763
C  -1.174  -5.146  -2.056
C  -2.136  -3.963  -2.059
O  1.090  -5.789  -2.694
C  0.924  -6.603  -3.835
C  0.109  -5.734  -4.816
O  -0.071  -4.510  -4.138
C  -1.251  0.343  0.549
C  -0.574  0.813  1.681
C  -0.171  2.230  1.759
O  -0.396  3.004  0.833
H  1.264  8.797  0.219
H  2.311  9.889  1.162
H  0.932  9.089  1.948
H  1.642  6.500  0.426
H  2.964  5.979  1.506
H  1.528  6.419  3.494
H  0.193  6.925  2.422
H  0.211  4.591  1.544
H  1.221  1.955  4.871
H  0.535  -0.283  4.592
H  -0.497  -2.101  3.448
H  -1.713  -2.879  1.413
H  -0.573  -2.077  -3.107
H  0.050  -1.506  -1.541
H  1.590  -3.171  -2.672
H  1.019  -3.752  -1.094
H  -1.628  -5.995  -2.568
H  -0.931  -5.437  -1.034
H  -2.388  -3.703  -3.097
H  -3.053  -4.191  -1.515
H  1.917  -6.853  -4.215
H  0.392  -7.526  -3.576
H  -0.859  -6.194  -5.050
H  0.642  -5.526  -5.746
H  -1.466  1.024  -0.260

## Properties
- Relative energy (zero: lowest compared OMol25 entry of this formula, charge and spin): 14.6 kcal per mole
- Orbital gap: 0.327 Ha
- Charge: 0
- SMILES: COCCNC(=O)c1c[nH]c2ccc(S(=O)(=O)N3CCC4(CC3)OCCO4)cc2c1=O
- Lowest unoccupied orbital energy: -0.005 Ha

Atomic partial charges in e from the Mulliken method, atoms 1 to 4: atom 1 (C): -0.671, atom 2 (O): -0.368, atom 3 (C): -0.415, atom 4 (C): -0.846



The following is a quantum chemistry calculation of the ion C3H6NO2 with charge -1, from the Open Molecules 2025 dataset.

Atoms and positions in Å:
O  0.657  0.237  -3.075
C  0.516  0.590  -1.914
N  0.110  -0.158  -0.882
C  -0.386  0.375  0.423
C  -0.162  -0.631  1.569
O  -0.247  -0.064  2.761
H  0.732  1.625  -1.578
H  0.139  -1.166  -0.924
H  -1.446  0.579  0.263
H  0.202  1.251  0.674
H  0.780  -1.155  1.310
H  -0.894  -1.483  1.374

## Properties
- Relative energy (zero: lowest compared OMol25 entry of this formula, charge and spin): 45.5 kcal per mole
- Orbital gap: 0.246 Ha
- Charge: -1
- SMILES: O=CNCC[O-]
- Lowest unoccupied orbital energy: 0.146 Ha

Atomic partial charges in e from the Mulliken method, atoms 1 to 4: atom 1 (O): -0.638, atom 2 (C): 0.060, atom 3 (N): -0.083, atom 4 (C): -0.336



The following is a quantum chemistry calculation of a structure of composition C5H6EuLiO4, from the Open Molecules 2025 dataset.

Atoms and positions in Å:
C  -0.622  0.648  -1.235
C  0.861  0.285  -1.252
C  1.501  0.458  0.092
C  1.674  -0.552  0.989
O  1.905  -0.396  2.263
O  -1.405  -0.318  -0.519
Eu  -2.638  -2.618  -0.725
Li  0.471  0.821  2.296
H  -1.040  0.685  -2.249
H  -0.783  1.623  -0.756
H  1.335  0.923  -2.015
H  0.961  -0.755  -1.601
H  1.675  1.491  0.428
H  1.538  -1.589  0.619
O  -1.314  0.724  1.560
O  -2.397  -1.218  1.216
C  -1.723  -0.214  0.889

## Properties
- Orbital gap (spin up / spin down): 0.206 / 0.249 Ha
- Charge: 0
- Lowest unoccupied orbital energy (spin up / spin down): -0.007 / -0.014 Ha
- 2S+1: 9

Atomic partial charges in e from the Mulliken method, atoms 1 to 4: atom 1 (C): -0.516, atom 2 (C): -0.579, atom 3 (C): -0.433, atom 4 (C): -0.226



The following is a quantum chemistry calculation of an isolated molecule of C2H4N4O2, from the Open Molecules 2025 dataset.

Atoms and positions in Å:
H  -1.894  -1.144  0.167
N  -1.355  -1.834  0.412
C  -0.304  -1.412  0.785
N  1.080  -2.046  0.808
N  1.881  -1.164  1.028
O  1.163  0.312  1.385
N  -0.101  0.048  0.620
O  -0.084  0.176  -0.924
C  -0.104  1.512  -1.059
H  -0.754  2.146  -0.315
H  0.900  1.680  -0.781
H  -0.429  1.727  -2.125

## Properties
- Relative energy (zero: lowest compared OMol25 entry of this formula, charge and spin): 173.7 kcal per mole
- Orbital gap: 0.352 Ha
- Charge: 0
- SMILES: [H]/N=c1/nnon1OC
- Lowest unoccupied orbital energy: -0.031 Ha

Atomic partial charges in e from the Mulliken method, atoms 1 to 4: atom 1 (H): 0.293, atom 2 (N): -0.475, atom 3 (C): 0.584, atom 4 (N): -0.030



The following is a quantum chemistry calculation of an isolated molecule of C6H12O, from the Open Molecules 2025 dataset.

Atoms and positions in Å:
C  -2.421  -0.672  -0.206
C  -1.417  0.254  -0.881
C  -0.035  -0.209  -0.504
C  1.183  0.654  -0.745
C  2.108  0.274  0.420
C  1.140  -0.068  1.562
O  -0.151  0.016  1.002
H  -2.340  -1.685  -0.615
H  -2.204  -0.714  0.862
H  -3.435  -0.298  -0.349
H  -1.609  0.297  -1.955
H  -1.502  1.255  -0.455
H  0.145  -1.230  -0.977
H  1.692  0.517  -1.700
H  0.847  1.688  -0.640
H  2.796  1.087  0.655
H  2.685  -0.628  0.198
H  1.251  -1.097  1.877
H  1.267  0.560  2.451

## Properties
- Relative energy (zero: lowest compared OMol25 entry of this formula, charge and spin): 24.1 kcal per mole
- Orbital gap: 0.399 Ha
- Charge: 0
- SMILES: CC[C@H]1CCCO1
- Lowest unoccupied orbital energy: 0.044 Ha

Atomic partial charges in e from the Mulliken method, atoms 1 to 4: atom 1 (C): -1.115, atom 2 (C): -0.611, atom 3 (C): 0.251, atom 4 (C): -0.662